Record 1
A single C4H5NO2S molecule. Source: the OMol25 dataset; level of theory: ωB97M-V with the def2-TZVPD basis set.

Properties
- Net charge: 0
- LUMO level: 0.44 eV
- Kohn-Sham gap: 8.28 eV
- HOMO energy: -7.8 eV
- Energy above the lowest of the compared OMol25 structures with the same formula, charge and spin: 46.2 kcal per mole

Element x y z (Å)
1 S -1.284 0.806 -2.080
2 O -1.949 -1.429 -0.081
3 O 2.294 0.116 1.562
4 N -0.403 0.257 -0.768
5 C 1.181 0.020 0.775
6 C 0.166 -0.945 1.043
7 C 0.844 0.740 -0.323
8 C -0.785 -0.781 0.079
9 H 2.857 0.801 1.220
10 H 1.355 1.536 -0.881
11 H 0.114 -1.676 1.844
12 H -2.035 1.747 -1.463
13 H -2.355 -1.192 -0.927

Here are the Löwdin charges for atoms 1 to 6, given in e: number 1, S, carries 0.859; number 2, O, carries 0.068; number 3, O, carries 0.058; number 4, N, carries -0.472; number 5, C, carries -0.346; number 6, C, carries 0.043



Record 2
A single C3H7NS3 molecule. Source: the OMol25 dataset; level of theory: ωB97M-V with the def2-TZVPD basis set.

Properties
- Net charge: 0
- LUMO level: 0.57 eV
- Kohn-Sham gap: 9.47 eV
- HOMO energy: -8.9 eV
- Energy above the lowest of the compared OMol25 structures with the same formula, charge and spin: 24.0 kcal per mole

Element x y z (Å)
1 S -2.485 -0.420 -0.306
2 S 0.367 1.292 0.934
3 S 2.487 -0.787 -0.129
4 N 0.928 -1.242 0.179
5 C -1.287 -0.912 0.926
6 C 0.499 1.926 -0.706
7 C 0.093 -0.438 0.648
8 H -2.000 -1.182 -1.212
9 H -1.306 -1.983 1.056
10 H -1.524 -0.414 1.848
11 H 2.958 -2.043 -0.105
12 H 0.682 2.995 -0.633
13 H -0.533 1.790 -1.068
14 H 1.122 1.417 -1.432

Here are the Löwdin charges for atoms 1 to 6, given in e: number 1, S, carries 0.756; number 2, S, carries 0.835; number 3, S, carries 0.750; number 4, N, carries -0.396; number 5, C, carries -0.590; number 6, C, carries -0.432



Record 3
A molecular structure, C49H60IrN4P2Si2. Source: the OMol25 dataset; level of theory: ωB97M-V with the def2-TZVPD basis set.

Properties
- Net charge: +2
- LUMO level (spin up / spin down): -5.41 / -5.54 eV
- Kohn-Sham gap (spin up / spin down): 6.53 / 7.27 eV
- HOMO energy (spin up / spin down): -11.9 / -12.8 eV
- Spin multiplicity: 2
- Energy above the lowest of the compared OMol25 structures with the same formula, charge and spin: 38.8 kcal per mole

Element x y z (Å)
1 Ir 0.031 -0.177 0.337
2 P -0.380 -1.982 1.830
3 P -0.080 1.895 1.183
4 Si 1.951 -0.102 1.758
5 Si 3.988 0.331 -4.135
6 N 0.797 1.842 -3.397
7 N -1.592 -1.340 -0.842
8 N -2.361 -0.599 -1.796
9 N 0.221 0.721 -1.507
10 C 0.658 -0.138 -2.433
11 C -3.555 4.054 1.268
12 C -0.494 -3.474 0.792
13 C 1.809 5.395 -1.250
14 C -1.173 2.692 -2.160
15 C 0.635 2.109 2.816
16 C -4.136 -2.374 -1.645
17 C -2.237 3.674 1.060
18 C -3.332 -1.434 -2.548
19 C -4.088 1.821 1.978
20 C -1.892 -1.831 2.809
21 C 0.949 -2.426 2.953
22 C 2.071 -1.611 2.872
23 C 0.728 3.192 0.203
24 C 3.131 -3.028 4.515
25 C 0.455 -4.731 -1.044
26 C -4.282 -1.931 3.111
27 C 3.172 -1.930 3.673
28 C 0.221 2.084 -2.052
29 C -1.834 2.361 1.315
30 C 0.896 -3.538 3.793
31 C 3.531 0.097 0.779
32 C 5.572 -0.405 -3.486
33 C -1.336 -4.545 1.080
34 C -0.411 -5.784 -0.767
35 C -1.768 -1.220 4.057
36 C -3.157 -2.183 2.339
37 C 1.519 4.262 -1.927
38 C 3.540 -0.493 -5.749
39 C -4.481 3.128 1.728
40 C -2.771 1.437 1.775
41 C 0.417 -3.587 -0.264
42 C 1.111 4.346 0.837
43 C 1.706 1.252 3.052
44 C 4.114 2.184 -4.330
45 C -4.266 -0.440 -3.228
46 C -4.151 -1.327 4.354
47 C 1.993 -3.832 4.578
48 C 2.430 1.423 4.232
49 C 2.686 -0.007 -2.777
50 C 1.172 2.983 -1.230
51 C -2.558 -2.235 -3.592
52 C -2.895 -0.970 4.825
53 C 1.685 5.431 0.158
54 C 0.240 3.078 3.736
55 C 0.969 3.223 4.904
56 C -1.294 -5.693 0.297
57 C 1.024 0.522 -3.608
58 C 2.072 2.407 5.141
59 H 5.423 -1.436 -3.158
60 H 3.990 -3.269 5.127
61 H -5.028 -1.142 4.960
62 H 2.640 2.528 6.054
63 H -1.964 -1.568 -4.219
64 H 6.336 -0.414 -4.266
65 H 2.115 2.409 -1.157
66 H -3.857 5.073 1.070
67 H -5.508 3.426 1.890
68 H 0.013 -4.165 3.833
69 H -2.790 -0.501 5.794
70 H -4.805 1.096 2.340
71 H 3.675 -0.705 0.053
72 H -1.121 3.774 -2.288
73 H -2.208 -1.804 -0.173
74 H -4.922 -2.863 -2.220
75 H -4.620 -1.819 -0.835
76 H -1.896 -2.979 -3.136
77 H 1.125 -2.782 -0.452
78 H 1.228 0.093 -4.575
79 H 1.975 -4.690 5.236
80 H 1.169 -4.815 -1.853
81 H 0.461 -1.196 -2.374
82 H -1.525 4.400 0.692
83 H 4.074 -1.330 3.637
84 H -4.891 0.077 -2.495
85 H -2.474 0.419 1.975
86 H 2.650 -0.102 -6.248
87 H -1.170 -2.113 -1.353
88 H 4.368 -0.345 -6.447
89 H -3.247 -2.786 -4.232
90 H 3.265 0.773 4.467
91 H -2.853 0.126 -1.279
92 H -4.927 -0.954 -3.925
93 H 2.722 -1.031 -2.409
94 H 3.252 2.608 -4.847
95 H 2.130 6.281 -1.782
96 H 3.412 -1.571 -5.629
97 H -1.951 -6.521 0.527
98 H 4.999 2.448 -4.913
99 H 1.631 4.241 -3.003
100 H -5.259 -2.220 2.747
101 H -0.628 3.700 3.551
102 H -3.285 -2.675 1.381
103 H -3.521 -3.170 -1.215
104 H 3.554 1.055 0.256
105 H -2.021 -4.496 1.915
106 H 1.968 6.315 0.711
107 H -3.695 0.304 -3.785
108 H -1.743 2.484 -1.256
109 H 4.201 2.679 -3.359
110 H -0.383 -6.680 -1.371
111 H 2.690 0.739 -1.992
112 H 5.969 0.161 -2.641
113 H -0.790 -0.939 4.432
114 H 0.680 3.968 5.633
115 H -1.708 2.252 -3.001
116 H 0.778 2.523 -4.133
117 H 0.946 4.464 1.900
118 H 4.383 0.080 1.465

Here are the Löwdin charges for atoms 1 to 6, given in e: number 1, Ir, carries 0.779; number 2, P, carries 0.947; number 3, P, carries 0.922; number 4, Si, carries 0.498; number 5, Si, carries 0.485; number 6, N, carries 0.105



Record 4
15 unconnected molecules or ions with the total composition C33H96O21S3. Source: the OMol25 dataset; level of theory: ωB97M-V with the def2-TZVPD basis set.

Properties
- Net charge: 0
- LUMO level: 0.52 eV
- Kohn-Sham gap: 10.18 eV
- HOMO energy: -9.7 eV

Element x y z (Å)
1 S 3.689 -3.128 2.963
2 S -0.219 -1.171 1.201
3 S -1.788 0.718 -6.444
4 O -1.625 -3.216 -1.744
5 O -2.891 -1.399 -3.490
6 O -0.310 -2.240 2.208
7 O 2.710 -3.340 1.762
8 O -3.585 -1.107 5.453
9 O 4.585 -4.248 3.074
10 O -1.503 1.856 -7.520
11 O 0.946 1.234 4.793
12 O -2.523 -3.227 3.621
13 O 4.246 -1.846 2.858
14 O -0.078 -1.512 -0.148
15 O 1.664 4.510 -3.258
16 O 1.406 4.999 1.865
17 O 1.945 3.055 0.107
18 O 5.516 -0.430 0.632
19 O -3.172 0.456 -6.384
20 O 0.845 1.742 -2.211
21 O -1.465 -0.218 1.406
22 O -0.925 -0.313 -6.779
23 O -0.805 -0.729 6.166
24 O -3.782 1.028 -2.829
25 C 6.759 -0.837 0.039
26 C -5.147 -2.407 -3.783
27 C 7.418 0.398 -0.513
28 C -4.922 -0.639 3.443
29 C 3.165 0.776 5.643
30 C 1.134 -0.153 1.697
31 C -0.672 5.100 -2.666
32 C -3.811 -1.970 -4.366
33 C -5.817 1.068 -4.135
34 C 3.971 3.020 1.703
35 C -4.639 1.850 -3.584
36 C -1.376 1.750 -5.087
37 C -2.887 -4.358 2.893
38 C -0.792 -2.019 6.736
39 C -0.351 4.884 3.593
40 C 2.132 0.566 -3.827
41 C 2.043 1.704 5.626
42 C -1.791 -5.474 2.887
43 C -0.626 -3.980 -2.516
44 C -0.591 2.525 -9.622
45 C 2.440 -4.915 -0.085
46 C 2.682 -3.166 4.460
47 C 1.189 4.714 3.285
48 C 0.411 -3.044 -3.115
49 C -1.533 1.566 -8.937
50 C -1.649 0.984 0.449
51 C 3.420 2.983 0.200
52 C 2.170 -4.690 1.402
53 C 0.462 5.119 -3.697
54 C -1.684 2.282 1.211
55 C -3.816 -0.164 4.407
56 C 0.608 -2.376 7.174
57 C 1.414 0.463 -2.488
58 H 2.231 -4.094 -0.741
59 H -0.643 2.522 1.598
60 H 5.237 -1.078 1.307
61 H -6.469 0.628 -3.391
62 H 0.650 -0.322 -2.481
63 H -5.167 0.016 2.601
64 H -1.129 -2.718 6.000
65 H 1.130 0.770 1.082
66 H 1.928 -5.764 -0.523
67 H -2.513 2.473 1.893
68 H 0.703 -3.472 7.285
69 H 0.354 2.408 -9.198
70 H 2.448 -0.481 -4.126
71 H -5.784 -0.977 4.030
72 H -3.986 -1.178 -5.051
73 H 1.976 -2.390 4.378
74 H -0.691 2.348 -10.741
75 H 1.416 0.943 -4.597
76 H -1.857 -2.760 3.090
77 H 5.046 2.856 1.707
78 H 1.700 1.911 6.699
79 H -1.552 -2.031 7.609
80 H 0.845 6.153 -3.927
81 H -1.695 5.336 -2.991
82 H -0.573 4.863 4.628
83 H -0.327 2.080 -5.152
84 H -5.106 2.564 -2.917
85 H 2.689 -5.393 2.057
86 H -1.110 0.579 -9.054
87 H -0.989 4.134 3.179
88 H 0.501 0.646 5.407
89 H 1.241 2.138 -1.423
90 H -5.732 -2.872 -4.583
91 H 1.055 -3.576 -3.771
92 H -1.178 -2.829 -0.953
93 H -1.810 2.949 0.322
94 H 2.097 0.162 -1.699
95 H -0.273 -4.779 -1.866
96 H -3.837 -4.778 3.233
97 H 3.814 4.034 2.141
98 H 0.004 4.752 -4.585
99 H -1.818 -6.022 3.798
100 H -2.878 -0.140 3.874
101 H 2.128 -0.666 1.624
102 H 3.813 3.789 -0.424
103 H -1.155 -4.430 -3.331
104 H 7.430 -1.249 0.797
105 H 0.986 5.847 1.697
106 H 2.232 -4.139 4.664
107 H -0.849 0.899 -0.260
108 H -5.454 0.317 -4.876
109 H -0.144 -2.151 -3.497
110 H 1.462 3.683 3.520
111 H 3.429 -2.941 5.250
112 H 7.701 1.125 0.222
113 H 1.240 -2.048 6.367
114 H 6.520 -1.538 -0.773
115 H -0.779 -5.049 2.647
116 H -2.725 -1.979 -2.756
117 H 2.913 -0.198 6.135
118 H 3.991 1.193 6.251
119 H 3.051 1.137 -3.709
120 H -2.104 2.569 -5.055
121 H 0.972 0.191 2.739
122 H -0.442 5.625 -1.709
123 H -1.694 -0.604 5.890
124 H -3.040 -4.073 1.853
125 H 1.791 5.464 3.842
126 H -6.470 1.739 -4.803
127 H -0.787 4.071 -2.370
128 H -4.029 0.789 4.896
129 H 3.543 -5.050 -0.203
130 H 8.195 0.114 -1.210
131 H 3.542 2.252 2.356
132 H 1.667 3.763 0.743
133 H -5.029 -3.163 -2.996
134 H 1.125 -4.695 1.576
135 H 3.704 2.101 -0.352
136 H -2.514 1.499 -9.348
137 H -1.539 1.107 -4.233
138 H -3.463 -2.043 5.140
139 H -2.567 0.683 -0.058
140 H -0.768 5.793 3.088
141 H -4.497 -1.493 2.978
142 H 2.262 2.742 5.292
143 H -3.372 0.298 -3.308
144 H 1.121 -2.584 -2.330
145 H 1.475 3.603 -3.190
146 H -5.756 -1.588 -3.424
147 H -1.980 -6.309 2.162
148 H -0.820 3.562 -9.471
149 H 0.950 -1.875 8.145
150 H -3.418 -2.687 -5.029
151 H -4.194 2.376 -4.403
152 H 6.704 0.870 -1.238
153 H 3.495 0.708 4.604

Here are the Löwdin charges for atoms 1 to 6, given in e: number 1, S, carries 0.536; number 2, S, carries 0.581; number 3, S, carries 0.525; number 4, O, carries -0.131; number 5, O, carries -0.075; number 6, O, carries -0.298